15
Properties=species:S:1:pos:R:3 method="wB97M-V/def2-TZVPD" relative_energy_kcal_mol=49.6 homo_lumo_gap_ev=10.2231 e_homo_ev=-9.138 total_energy_ev=-9407.6831
C -0.73156 0.19515 -1.40861
C 0.18089 -0.97776 -1.10514
O 1.32942 -0.55377 -0.40126
C 1.03216 0.27799 0.68747
C 0.03404 -0.13138 1.72808
C -0.28904 0.98546 0.76365
O -1.26300 0.73377 -0.21024
H -0.17235 0.95858 -1.96858
H -1.59135 -0.12565 -2.00369
H -0.38662 -1.72244 -0.51798
H 0.54426 -1.46609 -2.00958
H 1.92646 0.80887 0.99956
H -0.50838 -1.05515 1.53460
H 0.21660 0.06434 2.77761
H -0.32154 2.00808 1.13409